Entry 1:
{
  "formula": "C22H23Cl3GeN6O2PtS",
  "method": "ωB97M-V/def2-TZVPD",
  "energy_ev": -144377.44529,
  "charge": 1,
  "s_squared": 8.8548,
  "e_lumo_ev": [-3.6219, -5.6026],
  "de_lowest_kj_mol": 7.6,
  "spin_multiplicity": 6,
  "symbols": ["Pt", "C", "C", "N", "N", "C", "S", "N", "N", "H", "H", "H", "H", "H", "H", "C", "C", "N", "O", "C", "C", "N", "O", "H", "H", "H", "H", "H", "H", "H", "Cl", "Ge", "Cl", "Cl", "C", "C", "C", "C", "C", "C", "C", "C", "C", "C", "C", "C", "C", "C", "C", "H", "H", "H", "H", "H", "H", "H", "H", "H", "H"],
  "coordinates": [[-1.29509, -1.76967, 0.32011], [-0.40001, -4.65674, 4.96780], [-0.79527, -4.98871, 3.58213], [-1.25910, -6.12185, 3.16198], [-1.49895, -5.93437, 1.83355], [-1.21324, -4.70711, 1.42202], [-1.39352, -4.06960, -0.15582], [-0.74109, -4.08988, 2.52959], [-0.34496, -2.75859, 2.52809], [-0.55026, -5.53417, 5.59033], [-1.01226, -3.84118, 5.35621], [0.64797, -4.35976, 5.01618], [-1.89911, -6.67597, 1.27980], [0.66715, -2.67165, 2.50897], [-0.75477, -2.25277, 3.30964], [-2.37244, 2.58442, -1.26972], [-2.17752, 1.12747, -1.00741], [-2.18657, 0.62493, 0.19463], [-2.37365, 1.53458, 1.15823], [-1.91270, 0.19807, -2.05979], [-1.67758, 0.63725, -3.45651], [-1.84798, -1.12816, -1.74225], [-1.72027, -1.93863, -2.66427], [-3.11423, 2.98673, -0.58293], [-2.69508, 2.76230, -2.29100], [-1.43597, 3.12036, -1.09287], [-2.39046, 1.03261, 1.99425], [-1.11408, 1.56868, -3.46955], [-2.63214, 0.81324, -3.96146], [-1.14147, -0.12905, -4.00750], [-4.11623, -3.64907, 2.66264], [-3.41349, -1.80056, 1.76534], [-2.81076, -0.63389, 3.56483], [-5.14466, -0.78825, 1.01701], [0.33891, -0.55909, 0.29271], [1.05518, 0.31951, -0.16879], [1.83335, 1.37483, -0.65401], [2.99662, 1.09284, -1.47894], [3.12226, -0.14368, -2.13106], [4.22704, -0.42650, -2.91155], [5.24467, 0.51020, -3.04957], [5.14888, 1.72883, -2.38941], [4.04112, 2.01969, -1.61462], [1.33443, 2.72478, -0.38852], [1.45295, 3.75397, -1.33276], [0.89253, 4.99830, -1.09698], [0.21042, 5.24952, 0.08710], [0.08499, 4.23927, 1.03290], [0.63155, 2.99121, 0.79483], [2.33586, -0.87987, -2.01645], [4.29910, -1.38122, -3.41532], [6.11043, 0.28796, -3.65833], [5.94856, 2.45278, -2.47157], [3.99410, 2.95954, -1.08111], [1.96348, 3.56399, -2.26740], [0.98586, 5.77646, -1.84281], [-0.21893, 6.22493, 0.27132], [-0.44174, 4.42847, 1.95911], [0.52817, 2.20222, 1.52899]],
  "atomic_forces_ev_per_a": [[-0.05, 0.10, 0.07], [0.00, 0.00, 0.00], [-0.01, -0.01, -0.01], [-0.01, -0.01, 0.01], [0.05, 0.15, 0.09], [-0.06, -0.05, -0.13], [0.08, -0.18, -0.08], [0.03, -0.02, 0.00], [0.00, -0.07, 0.06], [0.01, 0.00, 0.00], [-0.01, 0.00, 0.00], [0.01, 0.00, 0.00], [0.01, -0.01, 0.01], [-0.02, 0.02, 0.00], [0.00, -0.03, 0.00], [-0.02, -0.01, 0.03], [0.02, 0.09, -0.03], [-0.07, 0.06, 0.12], [-0.02, 0.01, -0.09], [0.01, -0.01, -0.10], [0.00, -0.04, 0.01], [-0.03, 0.03, 0.07], [0.00, -0.01, 0.05], [0.01, 0.01, -0.01], [-0.01, 0.00, -0.02], [0.02, 0.01, 0.00], [0.01, -0.03, 0.04], [0.00, 0.02, 0.01], [-0.01, 0.00, -0.01], [-0.02, 0.00, -0.02], [0.07, 0.01, -0.03], [0.10, 0.05, -0.06], [0.00, 0.03, -0.01], [-0.08, 0.02, -0.01], [-0.12, -0.10, -0.16], [0.17, -0.03, 0.30], [-0.04, -0.07, -0.17], [0.05, -0.02, -0.02], [-0.03, -0.02, 0.03], [0.02, 0.02, 0.00], [-0.02, 0.01, 0.02], [0.02, -0.02, -0.03], [-0.04, 0.04, 0.03], [-0.08, 0.06, 0.07], [0.02, -0.05, -0.02], [-0.02, 0.02, 0.02], [0.01, 0.00, 0.00], [0.00, 0.03, 0.00], [0.03, -0.01, 0.00], [0.00, 0.00, -0.02], [0.00, -0.01, 0.00], [0.01, 0.00, 0.00], [0.00, 0.01, 0.00], [-0.01, 0.01, -0.01], [0.01, 0.00, -0.01], [0.01, 0.01, -0.01], [0.00, 0.01, 0.00], [0.00, 0.00, 0.01], [0.00, 0.01, 0.01]],
  "mulliken_spin": [1.439, 0.002, 0.000, 0.008, 0.034, -0.012, 0.331, 0.003, 0.095, 0.000, 0.000, 0.000, 0.004, -0.010, -0.011, -0.007, 0.048, 0.336, 0.110, 0.164, 0.025, 0.139, 0.489, -0.002, -0.001, -0.009, -0.006, 0.007, 0.018, 0.007, 0.064, 0.264, 0.056, 0.063, 0.712, -0.026, 0.140, 0.066, 0.099, -0.059, 0.110, -0.056, 0.109, 0.053, 0.097, -0.040, 0.083, -0.043, 0.081, 0.010, -0.002, 0.007, -0.001, 0.004, 0.000, -0.001, 0.006, -0.001, 0.004]
}

Entry 2:
{
  "formula": "C34H30BiN6O6S2",
  "method": "ωB97M-V/def2-TZVPD",
  "energy_ev": -84483.46782,
  "charge": -1,
  "e_lumo_ev": 2.2281,
  "de_lowest_kj_mol": 105.7,
  "spin_multiplicity": 1,
  "symbols": ["Bi", "O", "C", "C", "C", "C", "C", "C", "C", "N", "N", "C", "O", "C", "C", "C", "C", "C", "C", "H", "H", "H", "H", "H", "H", "H", "H", "H", "H", "S", "C", "C", "C", "C", "N", "C", "C", "C", "S", "C", "N", "H", "H", "O", "C", "O", "C", "N", "C", "O", "C", "C", "C", "C", "N", "C", "H", "H", "H", "H", "H", "H", "H", "H", "C", "C", "O", "C", "C", "H", "H", "H", "H", "H", "H", "H", "H", "H", "H"],
  "coordinates": [[0.30666, -1.30763, 0.56097], [-0.05962, -3.28568, 1.46380], [0.97878, -3.95027, 1.94550], [0.88548, -4.51148, 3.23205], [1.92399, -5.23656, 3.77688], [3.10051, -5.44993, 3.05495], [3.20249, -4.93170, 1.78225], [2.17185, -4.17800, 1.20959], [2.27763, -3.78704, -0.18541], [1.51524, -2.91543, -0.71766], [1.49839, -2.79445, -2.08977], [0.36558, -2.27823, -2.52883], [-0.64204, -1.91041, -1.84294], [0.28385, -2.15941, -4.02472], [1.42257, -2.11952, -4.82503], [1.30528, -1.95857, -6.19786], [0.05149, -1.84134, -6.78592], [-1.08654, -1.87603, -5.99079], [-0.96886, -2.03302, -4.61618], [-0.02308, -4.32449, 3.79044], [1.82899, -5.63543, 4.78052], [3.91914, -6.00954, 3.48873], [4.10381, -5.09847, 1.20095], [2.96568, -4.33632, -0.83125], [2.39217, -2.20143, -4.35125], [2.19736, -1.92442, -6.81222], [-0.03629, -1.71215, -7.85802], [-2.06688, -1.77761, -6.44210], [-1.84140, -2.05235, -3.97609], [2.70752, -0.43551, 1.17393], [2.17794, 0.77776, 2.33044], [2.92708, 1.94649, 2.45536], [2.52395, 2.99673, 3.27158], [3.29861, 4.20473, 3.32604], [3.91958, 5.17261, 3.37048], [1.34914, 2.86468, 4.02263], [0.65038, 1.66625, 3.98217], [1.02739, 0.61609, 3.14610], [0.08004, -0.85356, 3.16987], [0.78507, 3.95250, 4.77017], [0.24288, 4.79649, 5.33569], [3.83912, 2.04853, 1.88173], [-0.23057, 1.54145, 4.59858], [-1.06604, 2.01680, -0.18534], [-0.03193, 1.62726, 0.03666], [-1.77653, 3.11620, 2.66675], [-3.02721, 3.41871, 2.08973], [-4.16721, 2.91844, 2.81908], [-4.83192, 1.73200, 2.66165], [-5.85790, 1.50438, 3.27715], [-4.26804, 0.73585, 1.69578], [-5.11276, 0.14928, 0.76165], [-4.60643, -0.79475, -0.11267], [-3.26421, -1.13603, -0.01607], [-2.46185, -0.60652, 0.90729], [-2.94965, 0.30452, 1.74679], [-1.72313, 3.48104, 3.55833], [-3.01087, 2.96838, 1.10144], [-3.15329, 4.49863, 1.99112], [-4.55635, 3.50238, 3.54301], [-6.15520, 0.44131, 0.72651], [-5.23896, -1.25806, -0.85768], [-2.79863, -1.84444, -0.69497], [-2.25369, 0.68438, 2.48733], [2.52105, 3.38176, -0.93227], [1.73013, 3.11234, -2.19709], [1.22271, 1.79041, -2.15273], [0.65429, 1.34046, -3.37904], [-0.86370, 1.39898, -3.39789], [3.06157, 4.32558, -1.02051], [3.23547, 2.57153, -0.77556], [1.86690, 3.42670, -0.06246], [2.38064, 3.21618, -3.07369], [0.90981, 3.83570, -2.30489], [0.98052, 0.30851, -3.51064], [1.06507, 1.92476, -4.21070], [-1.27840, 0.66419, -2.70527], [-1.21684, 1.15300, -4.40194], [-1.22780, 2.39180, -3.12423]],
  "atomic_forces_ev_per_a": [[-0.36, -0.54, 0.19], [0.24, 0.20, -0.13], [-0.02, -0.11, -0.02], [0.03, 0.04, 0.01], [0.04, 0.03, -0.06], [-0.01, -0.01, 0.07], [0.01, 0.07, -0.02], [-0.07, 0.03, 0.10], [0.07, -0.20, -0.08], [-0.28, 0.14, -0.09], [0.28, 0.04, -0.15], [-0.08, -0.10, 0.18], [0.25, -0.07, -0.14], [-0.09, 0.09, 0.00], [0.00, -0.02, -0.02], [0.03, -0.03, 0.02], [-0.01, 0.05, 0.03], [0.02, -0.04, 0.01], [0.02, 0.02, -0.03], [0.00, -0.01, -0.03], [-0.01, 0.01, -0.02], [-0.02, -0.01, -0.02], [-0.03, -0.01, -0.01], [-0.04, -0.01, -0.02], [-0.02, -0.03, -0.01], [-0.02, 0.01, 0.00], [0.00, -0.01, 0.01], [0.01, -0.01, 0.01], [0.01, 0.03, 0.00], [0.24, -0.04, 0.10], [-0.04, -0.04, 0.05], [0.01, 0.02, -0.05], [0.01, 0.09, 0.03], [-0.03, 0.00, -0.02], [-0.02, -0.06, -0.02], [-0.01, -0.02, 0.03], [0.05, -0.01, -0.02], [0.10, -0.02, 0.13], [0.04, 0.28, 0.15], [0.01, -0.02, -0.02], [0.03, -0.04, 0.00], [-0.04, 0.02, -0.04], [-0.01, 0.04, -0.05], [-0.11, 0.23, -0.17], [-0.22, 0.08, 0.46], [-0.10, -0.10, -0.02], [0.01, -0.09, 0.11], [0.11, -0.03, 0.05], [0.04, 0.04, 0.07], [0.01, 0.01, -0.08], [-0.03, -0.01, -0.03], [-0.08, 0.01, -0.04], [-0.02, 0.01, 0.00], [0.05, 0.11, 0.12], [-0.14, -0.14, -0.09], [0.07, -0.03, -0.05], [0.00, 0.12, -0.04], [0.01, 0.03, -0.03], [0.00, 0.04, -0.01], [-0.08, 0.00, -0.01], [0.01, 0.00, 0.03], [0.03, -0.01, -0.01], [-0.03, 0.02, -0.01], [-0.01, 0.01, -0.03], [-0.06, -0.12, -0.09], [0.00, -0.04, 0.04], [0.12, 0.05, -0.31], [0.03, -0.04, -0.03], [0.05, -0.03, 0.09], [-0.03, 0.00, 0.04], [-0.01, 0.04, 0.02], [0.06, 0.03, 0.04], [0.01, 0.02, -0.04], [-0.01, 0.01, -0.03], [0.01, 0.03, -0.02], [0.04, 0.01, 0.02], [-0.01, 0.03, -0.01], [-0.03, 0.01, 0.03], [0.00, 0.00, -0.04]],
  "lowdin_charge": [1.510, -0.347, -0.399, -0.029, -0.094, -0.114, -0.060, -0.170, -0.100, -0.169, 0.058, -0.522, -0.199, -0.169, -0.047, -0.093, -0.107, -0.094, -0.040, 0.111, 0.096, 0.089, 0.107, 0.128, 0.105, 0.095, 0.093, 0.096, 0.110, 0.507, -0.710, -0.083, -0.200, -0.186, 0.148, -0.203, -0.088, -0.701, 0.562, -0.190, 0.151, 0.109, 0.110, 0.077, -0.023, -0.054, -0.248, 0.101, -0.443, 0.066, -0.120, -0.004, -0.041, -0.117, 0.000, -0.101, 0.079, 0.110, 0.129, 0.144, 0.122, 0.103, 0.097, 0.086, -0.074, -0.287, -0.227, -0.243, -0.068, 0.078, 0.079, 0.051, 0.113, 0.120, 0.102, 0.115, 0.060, 0.073, 0.071]
}

Entry 3:
{
  "formula": "C2H3Cl3NOP",
  "method": "ωB97M-V/def2-TZVPD",
  "energy_ev": -52514.89051,
  "smiles": "N#P(Cl)Cl.CC(=O)Cl",
  "e_lumo_ev": -0.8160,
  "de_lowest_kj_mol": 330.8,
  "spin_multiplicity": 1,
  "symbols": ["N", "P", "Cl", "Cl", "C", "C", "O", "Cl", "H", "H", "H"],
  "coordinates": [[2.35832, 3.44082, 1.56709], [3.24790, 2.77698, 0.58853], [4.70017, 1.37390, 1.06701], [3.71905, 3.21906, -1.36487], [-0.28328, 0.19531, 0.23227], [0.95581, 1.00782, -0.09729], [2.12410, 0.70578, 0.10391], [0.56221, 2.55615, -0.76310], [-1.17086, 0.89759, 0.21847], [-0.20098, -0.50828, 1.02685], [-0.53331, -0.54317, -0.56001]],
  "atomic_forces_ev_per_a": [[0.17, 0.19, -0.19], [1.46, -0.67, 0.27], [-0.38, 0.92, -0.30], [0.01, -0.20, 0.79], [-1.13, 0.53, -1.87], [0.76, -1.10, 0.67], [-2.20, 0.39, -0.54], [-0.57, 0.00, -0.46], [1.04, -1.01, 0.63], [0.33, 0.23, 1.31], [0.51, 0.73, -0.31]],
  "nbo_charge": [-1.009, 1.393, -0.233, -0.223, -0.736, 0.559, -0.554, 0.023, 0.256, 0.260, 0.265]
}